C24H51AlNO25S6 | ωB97M-V with the def2-TZVPD basis set

Values from the calculation:
charge: -1
Kohn-Sham gap: 5.8 eV
multiplicity: 1
M: 973.0 g/mol

XYZ file:
```
108
Properties=species:S:1:pos:R:3:forces:R:3:mulliken_charge:R:1
C 1.530 1.991 -1.227 0.3 -0.4 0.0 -0.728
C 0.827 3.216 -1.959 -1.4 -0.1 1.5 0.593
O -0.126 3.805 -1.387 2.7 -1.6 -1.9 -0.744
N 1.380 3.623 -3.267 -0.5 0.9 1.2 0.232
C 2.186 4.862 -2.944 -0.3 -0.2 0.8 -1.001
C 0.307 3.917 -4.264 -0.3 -0.4 -1.3 -0.684
C 0.343 2.931 -5.557 -0.3 1.6 -0.4 -0.082
C -1.146 2.498 -5.949 -0.3 -0.5 -1.0 -0.759
C -1.574 0.990 -5.605 -0.8 0.7 -0.2 -0.544
Al -0.479 0.034 -4.173 -0.6 -0.4 -0.3 -0.654
C -1.556 -0.846 -2.676 0.2 -0.2 1.3 -0.071
C -1.958 0.192 -1.487 -0.4 -0.8 -0.1 0.337
C -3.542 0.424 -1.406 0.3 -0.2 1.2 0.512
C -4.166 -0.901 -0.736 -0.5 0.1 -0.7 -1.071
C -3.948 1.674 -0.469 0.3 -0.3 -0.8 -1.092
H 2.487 2.304 -0.671 -1.5 -0.1 -0.6 0.293
H 0.789 1.499 -0.504 1.1 1.0 -0.9 0.123
H 1.850 1.165 -1.943 -0.6 1.4 0.7 0.361
H 2.736 4.639 -1.967 -0.5 0.5 -1.3 0.320
H 2.941 5.116 -3.749 -1.0 -0.4 0.8 0.263
H 1.454 5.719 -2.745 1.2 -0.8 -0.3 0.385
H 0.453 4.986 -4.648 -0.3 -1.4 0.6 0.309
H -0.746 3.839 -3.845 1.5 0.2 -0.1 0.212
H 0.728 3.591 -6.420 -0.4 -1.0 1.1 0.326
H 1.094 2.093 -5.454 -1.2 0.9 0.2 0.071
H -1.924 3.211 -5.504 1.3 -0.7 -0.4 0.378
H -1.250 2.621 -7.089 0.2 0.0 1.6 0.231
H -1.537 0.382 -6.565 -0.1 0.7 1.1 0.262
H -2.673 0.999 -5.265 1.3 0.0 -0.6 0.299
H 0.414 -1.075 -4.950 0.2 -0.3 -0.2 -0.377
H 0.555 1.056 -3.532 0.0 0.2 0.3 0.007
H -0.847 -1.597 -2.168 -1.0 0.9 -0.9 -0.309
H -2.455 -1.460 -3.022 1.0 0.8 0.5 0.323
H -1.657 -0.283 -0.481 -0.4 0.8 -1.2 0.056
H -1.362 1.158 -1.570 -0.9 -1.0 0.0 -0.328
H -3.968 0.576 -2.456 0.5 -0.2 1.4 0.184
H -5.206 -0.715 -0.294 1.3 -0.1 -0.6 0.394
H -4.319 -1.690 -1.553 0.5 0.8 1.4 0.264
H -3.503 -1.291 0.108 -0.8 0.4 -1.3 0.079
H -4.990 1.453 -0.065 1.3 0.6 -0.4 0.383
H -3.952 2.629 -1.101 0.0 -1.2 1.0 0.280
H -3.203 1.819 0.391 -1.1 -0.3 -1.1 0.035
C -1.107 -4.803 -0.438 -0.4 -0.4 0.2 -0.137
C -0.078 -5.894 -0.688 0.3 0.3 0.3 -0.362
O -0.080 -6.088 -2.102 -0.5 0.3 -0.1 -0.357
S -0.411 -4.672 -2.828 0.0 0.6 -0.1 1.138
O 0.826 -4.072 -3.222 -0.9 -0.5 0.1 -0.524
O -1.502 -4.872 -3.730 0.9 0.0 0.4 -0.582
O -0.958 -3.888 -1.520 0.6 -0.6 -0.4 -0.196
H -2.124 -5.205 -0.469 0.0 0.0 0.1 0.230
H -0.949 -4.295 0.514 0.0 0.2 -0.2 0.138
H -0.321 -6.822 -0.171 0.0 0.0 -0.3 0.324
H 0.924 -5.566 -0.393 -0.1 0.0 0.1 0.297
C 0.532 4.279 2.107 -0.5 0.2 -0.7 -0.075
C -0.642 4.438 3.058 0.4 0.5 0.2 -0.426
O -1.016 3.105 3.408 0.5 -0.6 -0.3 -0.316
S 0.306 2.167 3.416 0.0 0.4 -0.6 0.971
O 0.771 2.057 4.769 -0.2 -0.2 -0.7 -0.532
O 0.059 1.028 2.587 0.1 0.5 1.0 -0.390
O 1.291 3.180 2.624 -0.5 -0.5 0.9 -0.300
H 0.194 4.016 1.101 0.0 0.0 0.0 0.061
H 1.147 5.178 2.059 0.1 -0.2 0.1 0.325
H -1.478 4.965 2.602 0.0 -0.3 0.0 0.348
H -0.341 4.956 3.974 0.0 0.0 0.0 0.278
C 3.003 -0.823 -9.069 0.6 0.1 0.2 -0.342
C 2.702 -0.221 -7.706 -0.4 -0.8 0.3 -0.258
O 2.275 1.114 -7.976 0.0 0.3 -1.2 -0.228
S 1.505 1.146 -9.404 -0.1 -0.2 0.7 1.076
O 0.097 1.077 -9.161 0.9 0.2 -0.6 -0.499
O 2.104 2.161 -10.217 -0.5 -0.5 0.5 -0.572
O 1.997 -0.305 -9.940 -0.4 0.5 0.3 -0.322
H 3.978 -0.492 -9.439 0.0 0.0 0.0 0.285
H 2.971 -1.912 -9.055 -0.2 0.1 -0.1 0.305
H 3.573 -0.222 -7.052 -0.1 0.3 -0.1 0.315
H 1.877 -0.744 -7.213 0.1 0.0 0.1 0.245
C 1.534 0.378 7.866 -0.3 0.3 -0.5 -0.127
C 1.080 1.794 8.178 0.5 0.1 -0.3 -0.164
O 0.469 1.710 9.470 0.0 -0.9 0.5 -0.350
S 1.217 0.562 10.336 0.1 0.2 -0.5 1.067
O 2.185 1.195 11.182 -0.7 -0.6 -0.3 -0.551
O 0.229 -0.344 10.835 0.6 0.7 0.0 -0.549
O 2.004 -0.150 9.112 -0.2 0.6 0.8 -0.309
H 0.698 -0.239 7.528 0.1 0.0 0.0 0.128
H 2.327 0.354 7.117 -0.3 0.0 0.6 0.412
H 0.373 2.175 7.442 -0.1 -0.1 0.2 0.181
H 1.932 2.475 8.251 0.0 0.0 -0.1 0.360
C 3.176 -4.020 5.669 0.4 -0.5 -0.2 -0.331
C 4.464 -3.283 6.002 -0.2 -0.1 0.6 -0.405
O 4.525 -2.206 5.066 -0.7 0.0 -0.4 -0.311
S 3.018 -1.718 4.720 0.2 -0.1 -0.4 1.047
O 2.715 -0.579 5.534 0.2 -0.9 -1.2 -0.503
O 2.858 -1.719 3.301 0.1 0.3 1.1 -0.521
O 2.235 -3.000 5.331 0.4 0.7 0.1 -0.265
H 3.305 -4.668 4.798 0.0 0.0 0.1 0.297
H 2.811 -4.611 6.509 -0.2 0.2 -0.1 0.323
H 5.343 -3.921 5.912 0.0 0.2 -0.2 0.314
H 4.426 -2.855 7.008 0.0 -0.1 0.0 0.280
C -2.033 -2.662 4.174 0.2 0.7 -0.1 -0.098
C -3.396 -2.150 4.612 0.2 -0.2 0.6 -0.394
O -4.289 -2.535 3.566 0.5 -0.5 -0.6 -0.319
S -3.778 -3.932 2.919 0.0 0.3 0.0 1.000
O -4.517 -5.002 3.519 0.5 0.5 -0.6 -0.604
O -3.670 -3.760 1.503 -0.3 -0.4 1.0 -0.392
O -2.287 -3.926 3.557 -0.8 -0.2 0.0 -0.296
H -1.585 -2.001 3.426 0.0 0.0 0.1 0.188
H -1.347 -2.778 5.013 -0.1 -0.2 -0.1 0.267
H -3.409 -1.069 4.750 -0.1 -0.1 -0.3 0.325
H -3.724 -2.638 5.534 0.1 0.1 0.0 0.318
```
Forces are in eV/Å.